Model w:
The following is a quantum chemistry calculation of a 3-piece molecular cluster, C5H14N2O overall, from OMol25.

Its SMILES is CC(C)=O.C=CN.N. The LUMO energy comes out at 0.733 eV. The value obtained for the HOMO energy is -7.10 eV. The molar mass is 118.18 g mol⁻¹. Its total charge is 0. The value obtained for the gap between HOMO and LUMO is 7.834 eV.

Geometry as XYZ:
```
22
Properties=species:S:1:pos:R:3:mulliken_charge:R:1
C 0.012 1.055 -0.116 1.29
C 0.859 -0.890 0.295 -0.19
C -0.055 -1.861 -0.129 -0.73
C 1.229 1.932 0.141 -1.50
C -0.337 0.935 -1.597 -1.39
N 1.107 -0.849 1.710 -0.69
N -2.010 -1.233 0.232 -0.64
O -0.933 1.136 0.731 -0.80
H -1.838 -0.222 0.474 0.31
H 1.703 -0.717 -0.361 0.48
H 0.426 -0.227 2.147 0.32
H 2.027 -0.491 1.927 0.28
H -2.665 -1.334 -0.532 0.24
H -2.349 -1.746 1.036 0.28
H -0.142 -2.066 -1.188 0.28
H -0.292 -2.689 0.527 0.36
H 0.958 2.967 -0.091 0.45
H 2.081 1.656 -0.482 0.33
H 1.516 1.884 1.190 0.32
H 0.496 0.530 -2.177 0.29
H -1.208 0.299 -1.757 0.27
H -0.583 1.931 -1.979 0.44
```

---

Model x:
The following is a quantum chemistry calculation of a 2-piece molecular cluster, C5H14N2O overall, from OMol25.

Its SMILES is NC[C@@H]1CCCN1.O. The LUMO energy comes out at 0.595 eV. The value obtained for the HOMO energy is -8.64 eV. The molar mass is 118.18 g mol⁻¹. Its total charge is 0. The value obtained for the gap between HOMO and LUMO is 9.236 eV.

Geometry as XYZ:
```
22
Properties=species:S:1:pos:R:3:mulliken_charge:R:1
N 1.639 -0.299 -1.197 -0.47
C 1.025 0.726 -2.029 -0.66
C 0.201 1.725 -1.190 -0.45
C 0.259 1.186 0.299 -0.47
C 1.098 -0.151 0.214 0.10
C 0.243 -1.395 0.331 -0.66
N -0.327 -1.400 1.708 -0.61
H 2.652 -0.264 -1.105 0.27
H 1.598 1.324 -2.813 0.27
H 0.580 0.197 -2.890 0.29
H -0.867 1.757 -1.470 0.24
H 0.490 2.761 -1.336 0.33
H 0.872 1.828 0.914 0.32
H -0.711 1.066 0.742 -0.10
H 1.759 -0.039 1.071 0.42
H -0.449 -1.616 -0.474 0.27
H 0.824 -2.324 0.217 0.37
H -0.858 -2.278 1.852 0.25
H -0.941 -0.644 1.939 0.25
H -3.895 -0.058 1.717 0.32
H -2.732 0.491 1.108 0.34
O -3.045 -0.387 1.378 -0.61
```

---

Model y:
The following is a quantum chemistry calculation of a 2-piece molecular cluster, C5H14N2O overall, from OMol25.

The LUMO energy comes out at -2.796 eV. The value obtained for the HOMO energy is -8.88 eV. The molar mass is 118.18 g mol⁻¹. Its total charge is 0. The value obtained for the gap between HOMO and LUMO is 6.080 eV.

Geometry as XYZ:
```
22
Properties=species:S:1:pos:R:3:mulliken_charge:R:1
C -1.549 -0.012 1.918 -1.39
C -0.828 -0.036 0.570 0.51
C -0.134 -1.389 0.312 -0.48
C 1.226 -1.245 0.965 -0.41
O 1.811 -0.152 0.477 -0.62
N -1.602 0.488 -0.433 -0.39
C -1.003 0.573 -1.741 -0.57
N 0.334 1.236 -1.838 -0.55
H -2.437 -0.646 1.848 0.34
H -0.913 -0.350 2.729 0.35
H -1.897 0.998 2.093 0.37
H 0.083 0.672 0.641 0.30
H -0.770 -2.229 0.621 0.36
H 0.015 -1.513 -0.757 0.27
H 1.795 -2.179 0.743 0.36
H 1.048 -1.254 2.063 0.23
H 1.036 0.680 -1.338 0.31
H -0.857 -0.418 -2.187 0.36
H -1.642 1.160 -2.387 0.36
H 3.046 1.531 -1.782 0.02
H 3.012 1.995 -1.223 -0.01
H 0.226 2.090 -1.293 0.28
```

---

Model z:
The following is a quantum chemistry calculation of a 2-piece molecular cluster, C5H14N2O overall, from OMol25.

Its SMILES is C=CC[C@H](N)CN.O. The LUMO energy comes out at 0.932 eV. The value obtained for the HOMO energy is -9.38 eV. The molar mass is 118.18 g mol⁻¹. Its total charge is 0. The value obtained for the gap between HOMO and LUMO is 10.317 eV.

Geometry as XYZ:
```
22
Properties=species:S:1:pos:R:3:mulliken_charge:R:1
N 1.231 0.506 1.770 -0.73
C 0.608 0.431 0.431 0.67
C -0.867 0.087 0.591 -1.01
C -1.157 -1.372 0.858 -0.29
C -0.221 -2.317 1.057 -0.77
C 0.839 1.796 -0.236 -0.87
N 0.228 1.830 -1.587 -0.46
H 2.234 0.432 1.534 0.29
H 0.994 -0.340 2.298 0.32
H 1.217 -0.185 -0.260 0.18
H -1.336 0.384 -0.330 0.59
H -1.319 0.619 1.508 0.31
H -2.124 -1.889 0.821 0.25
H 0.832 -2.227 1.148 0.31
H -0.628 -3.331 1.159 0.23
H 1.916 2.115 -0.180 0.33
H 0.355 2.640 0.311 0.32
H 0.886 2.021 -2.335 0.20
H -0.438 2.557 -1.748 0.20
H -1.115 -1.039 -1.518 0.30
H -0.684 -1.525 -2.882 0.29
O -1.452 -1.191 -2.409 -0.67
```

---

Stability ranking, top entry: model z; the second entry is 5.3 kcal/mol less favorable.